## i
This record from the OMol25 dataset describes the molecule C4H4OS. The level of theory is ωB97M-V/def2-TZVPD.

The geometry in ORCA input format:
```
! wB97M-V def2-TZVPD RIJCOSX def2/J DEFGRID3
* xyz 0 1
C -1.418 2.145 1.320
C 0.481 0.570 1.021
C -0.008 -0.023 -0.009
C 0.656 -1.146 -0.750
O -1.115 0.342 -0.648
S -2.118 1.524 0.010
H 1.130 0.506 1.889
H 0.962 -1.972 -0.137
H -0.068 -1.373 -1.470
H 1.498 -0.572 -1.226
*
```

* gap between HOMO and LUMO (spin up / spin down): 8.46 / 8.46 eV
* LUMO (spin up / spin down): -0.586 / -0.583 eV

Here are the natural (NBO) charges for atoms 1 to 6, given in e: -0.37, -0.15, 0.21, -0.63, -0.66, 0.66

---

## ii
This record from the OMol25 dataset describes the molecule C4H4OS. The level of theory is ωB97M-V/def2-TZVPD.

The geometry in ORCA input format:
```
! wB97M-V def2-TZVPD RIJCOSX def2/J DEFGRID3
* xyz 0 1
C -2.212 -0.154 -0.322
C -1.132 0.359 -0.015
C 0.174 0.814 0.543
O -0.015 1.768 1.335
C 1.372 -0.084 0.227
S 1.501 -0.756 -1.430
H -3.326 -0.343 -0.315
H 2.424 0.269 0.484
H 1.266 -0.903 1.059
H -0.052 -0.970 -1.568
*
```

* SMILES string: C#CC(=O)CS
* gap between HOMO and LUMO: 9.31 eV
* LUMO: -0.182 eV

Here are the natural (NBO) charges for atoms 1 to 6, given in e: -0.19, -0.12, 0.50, -0.48, -0.66, -0.02

---

## iii
This record from the OMol25 dataset describes a structure of composition C4H4OS. The level of theory is ωB97M-V/def2-TZVPD.

The geometry in ORCA input format:
```
! wB97M-V def2-TZVPD RIJCOSX def2/J DEFGRID3
* xyz 0 1
C 0.056 -0.126 0.196
C -0.048 -1.320 -0.375
C -0.789 -0.862 -1.653
C -0.967 0.523 -1.442
H 0.512 -1.011 2.373
H 0.582 -2.404 -0.310
H -0.946 -1.418 -2.597
H -1.310 1.383 -1.891
O -0.413 0.896 -0.344
S 0.935 0.437 1.551
*
```

* gap between HOMO and LUMO: 8.31 eV
* LUMO: 0.053 eV

Here are the natural (NBO) charges for atoms 1 to 6, given in e: 0.09, -0.34, -0.30, 0.05, 0.15, 0.27

---

## iv
This record from the OMol25 dataset describes the molecule C4H4OS. The level of theory is ωB97M-V/def2-TZVPD.

The geometry in ORCA input format:
```
! wB97M-V def2-TZVPD RIJCOSX def2/J DEFGRID3
* xyz 0 1
C 1.196 -1.840 -1.882
C -0.557 -0.941 -0.553
C 0.071 0.036 0.042
C -0.631 1.026 0.954
O 1.379 0.272 -0.143
S 2.245 -0.874 -1.218
H -1.489 -1.483 -0.538
H -0.842 1.922 0.366
H -1.470 0.600 1.365
H 0.097 1.283 1.607
*
```

* gap between HOMO and LUMO: 8.84 eV
* LUMO: -0.598 eV

Here are the natural (NBO) charges for atoms 1 to 6, given in e: -0.37, -0.15, 0.22, -0.60, -0.66, 0.65

---

Most stable of them? ii.

---

## i
This record from the OMol25 dataset describes a structure of composition C10H19N2. The level of theory is ωB97M-V/def2-TZVPD.

The geometry in ORCA input format:
```
! wB97M-V def2-TZVPD RIJCOSX def2/J DEFGRID3
* xyz 1 1
C -1.347 2.269 0.232
C -1.285 -0.276 0.693
C 0.477 -1.566 -0.588
C -0.223 -1.390 0.760
C -0.856 0.972 0.156
C 1.336 -0.370 -1.029
C -0.894 -2.688 1.199
C 1.922 -0.660 -2.429
C 2.500 -0.107 -0.058
C -2.737 3.831 1.288
N 0.527 0.790 -1.196
N -2.200 2.549 1.158
H -0.977 3.017 -0.479
H -2.107 -0.642 0.054
H -1.755 -0.087 1.670
H 1.127 -2.440 -0.535
H -0.272 -1.762 -1.359
H 0.516 -1.111 1.517
H -1.404 -2.552 2.150
H -0.155 -3.475 1.324
H -1.621 -3.022 0.461
H 2.530 0.174 -2.771
H 1.124 -0.829 -3.146
H 2.550 -1.543 -2.376
H 3.058 -1.024 0.106
H 2.131 0.260 0.898
H 3.181 0.634 -0.469
H -2.433 4.226 2.265
H -3.824 3.724 1.366
H -2.466 4.533 0.491
H 1.010 1.679 -1.183
*
```

* gap between HOMO and LUMO (spin up / spin down): 6.98 / 6.98 eV
* LUMO (spin up / spin down): -6.473 / -6.474 eV

Here are the natural (NBO) charges for atoms 1 to 6, given in e: -0.13, -0.62, -0.41, -0.20, 0.62, 0.07

---

## ii
This record from the OMol25 dataset describes the ion C10H19N2 with charge +1. The level of theory is ωB97M-V/def2-TZVPD.

The geometry in ORCA input format:
```
! wB97M-V def2-TZVPD RIJCOSX def2/J DEFGRID3
* xyz 1 1
C -1.676 -0.940 -3.327
C -1.999 -1.533 -1.923
C -3.349 -0.846 -1.464
N -1.019 -1.134 -0.998
C 0.011 -1.821 -0.443
C 1.031 -1.431 0.372
N 1.163 -0.256 1.241
C 1.339 -0.824 2.684
C 1.281 0.995 0.995
C 1.113 2.071 0.051
C 1.334 2.338 1.584
C 2.604 2.693 2.222
H -1.898 0.142 -3.339
H -2.093 -1.452 -4.243
H -0.608 -1.140 -3.597
H -1.972 -2.576 -1.857
H -3.142 0.111 -1.030
H -3.949 -1.574 -0.822
H -4.060 -0.716 -2.367
H -1.076 -0.131 -0.838
H 0.052 -2.923 -0.693
H 1.770 -2.086 0.615
H 1.642 0.183 3.251
H 0.251 -1.155 3.007
H 2.035 -1.557 2.657
H 1.919 2.465 -0.653
H 0.135 2.352 -0.440
H 0.466 2.631 2.082
H 2.758 2.017 3.119
H 2.528 3.800 2.503
H 3.410 2.296 1.652
*
```

* SMILES string: CC(C)N/C=C\[N+](C)=C1/C[C@@H]1C
* gap between HOMO and LUMO: 7.98 eV
* LUMO: -3.786 eV

Here are the natural (NBO) charges for atoms 1 to 6, given in e: -0.64, -0.05, -0.62, -0.56, 0.09, -0.24

---

Most stable of them? i.

---

## i
This record from the OMol25 dataset describes a structure of composition C63H56KN8O5S4. The level of theory is ωB97M-V/def2-TZVPD.

The geometry in ORCA input format:
```
! wB97M-V def2-TZVPD RIJCOSX def2/J DEFGRID3
* xyz -1 1
K 0.375 -0.932 -1.755
N 0.789 0.467 0.027
S 0.642 1.609 0.880
N 1.507 1.628 2.327
S 2.145 0.317 2.854
N 2.363 -0.922 1.986
S 1.541 -2.238 1.404
N 0.789 -2.307 0.180
C 2.983 -3.336 1.493
C 3.246 -4.150 0.408
C 4.361 -4.972 0.430
C 5.198 -4.972 1.535
C 4.932 -4.145 2.615
C 3.821 -3.321 2.591
C 0.509 -2.738 2.821
C -0.681 -2.039 2.948
C -1.652 -2.473 3.828
C -1.438 -3.618 4.580
C -0.246 -4.310 4.458
C 0.731 -3.874 3.577
C 3.816 0.697 3.409
C 4.904 0.040 2.841
C 6.171 0.253 3.348
C 6.358 1.114 4.423
C 5.270 1.783 4.976
C 4.000 1.575 4.474
C 1.306 -0.074 4.388
C 1.833 -1.025 5.263
C 1.156 -1.340 6.420
C -0.046 -0.708 6.724
C -0.556 0.258 5.862
C 0.115 0.576 4.702
C -1.016 1.918 1.554
C -1.997 0.968 1.344
C -3.258 1.169 1.880
C -3.524 2.318 2.609
C -2.527 3.256 2.827
C -1.262 3.053 2.300
C 1.098 3.231 0.217
C 0.149 3.966 -0.471
C 0.520 5.132 -1.114
C 1.834 5.566 -1.059
C 2.784 4.811 -0.390
C 2.418 3.640 0.250
H 2.575 -4.103 -0.437
H 4.581 -5.611 -0.411
H 6.068 -5.613 1.551
H 5.593 -4.144 3.469
H 3.609 -2.649 3.408
H -0.835 -1.164 2.335
H -2.583 -1.934 3.918
H -2.206 -3.982 5.247
H -0.080 -5.206 5.038
H 1.650 -4.429 3.470
H 4.728 -0.626 2.011
H 7.016 -0.254 2.905
H 7.346 1.258 4.832
H 5.421 2.460 5.805
H 3.141 2.079 4.894
H 2.779 -1.492 5.033
H 1.562 -2.077 7.099
H -0.577 -0.964 7.627
H -1.482 0.759 6.104
H -0.260 1.328 4.026
H -1.754 0.104 0.745
H -4.034 0.436 1.718
H -4.515 2.481 3.010
H -2.741 4.144 3.403
H -0.462 3.761 2.460
H -0.869 3.612 -0.517
H -0.218 5.696 -1.665
H 2.121 6.479 -1.559
H 3.814 5.130 -0.375
H 3.140 3.038 0.781
C -2.515 -3.632 0.094
C -2.376 -3.463 -1.373
N -1.750 -2.478 -1.959
C -1.752 -2.739 -3.292
C -2.431 -3.923 -3.524
N -2.829 -4.358 -2.282
C -2.794 -4.705 -4.726
O -2.230 -4.360 -5.848
O -3.583 -5.631 -4.622
C -1.019 -1.857 -4.267
O -0.819 -2.342 -5.413
O -0.649 -0.746 -3.877
H -1.745 -3.038 0.577
H -2.376 -4.676 0.365
H -3.495 -3.306 0.441
H -3.351 -5.209 -2.140
H -1.579 -3.507 -5.721
C 5.134 -2.478 -5.188
C 3.747 -2.617 -5.028
C 3.123 -2.095 -3.929
C 3.849 -1.402 -2.939
C 3.220 -0.837 -1.817
C 3.953 -0.161 -0.891
C 5.348 -0.023 -1.035
C 5.988 -0.562 -2.118
C 5.261 -1.263 -3.102
C 5.874 -1.820 -4.244
H 5.617 -2.892 -6.064
H 3.173 -3.132 -5.785
H 2.051 -2.187 -3.808
H 3.468 0.280 -0.032
H 5.913 0.519 -0.284
H 7.059 -0.448 -2.238
H 6.945 -1.709 -4.364
C -7.379 1.153 -2.294
C -6.389 1.744 -1.294
C -4.953 1.277 -1.507
N -4.401 1.824 -2.720
C -3.068 1.924 -2.911
S -1.979 1.724 -1.693
N -2.644 2.256 -4.183
C -3.234 3.112 -5.090
O -2.922 3.109 -6.266
C -4.209 4.086 -4.534
C -4.003 4.690 -3.292
C -4.879 5.652 -2.832
C -5.970 6.033 -3.602
C -6.165 5.460 -4.851
C -5.289 4.500 -5.318
H -8.392 1.457 -2.038
H -7.336 0.066 -2.285
H -7.176 1.496 -3.305
H -6.691 1.459 -0.285
H -6.410 2.834 -1.359
H -4.902 0.179 -1.534
H -4.317 1.622 -0.686
H -4.998 1.824 -3.535
H -1.790 1.789 -4.476
H -3.143 4.418 -2.700
H -4.704 6.117 -1.872
H -6.653 6.786 -3.236
H -6.996 5.778 -5.465
H -5.423 4.057 -6.294
*
```

* gap between HOMO and LUMO: 3.99 eV
* LUMO: 1.546 eV

Here are the Mulliken charges for atoms 1 to 6, given in e: 1.54, 0.32, 0.85, -0.69, 1.58, 0.34

---

## ii
This record from the OMol25 dataset describes a structure of composition C63H56KN8O5S4. The level of theory is ωB97M-V/def2-TZVPD.

The geometry in ORCA input format:
```
! wB97M-V def2-TZVPD RIJCOSX def2/J DEFGRID3
* xyz -1 1
K 0.120 0.193 0.298
N 2.041 -0.861 -0.417
S 2.981 -1.923 -0.651
N 4.560 -1.505 -1.086
S 4.842 -0.062 -1.550
N 3.908 1.114 -1.306
S 2.493 1.879 -1.823
N 1.173 1.550 -1.355
C 3.117 3.508 -1.341
C 2.394 4.154 -0.356
C 2.859 5.361 0.148
C 4.047 5.898 -0.328
C 4.773 5.236 -1.313
C 4.309 4.034 -1.822
C 2.623 1.843 -3.623
C 2.390 0.608 -4.207
C 2.294 0.502 -5.583
C 2.408 1.640 -6.372
C 2.602 2.879 -5.780
C 2.707 2.988 -4.400
C 6.329 0.451 -0.701
C 6.279 1.570 0.116
C 7.437 1.998 0.745
C 8.630 1.315 0.547
C 8.665 0.193 -0.272
C 7.513 -0.245 -0.902
C 5.439 -0.191 -3.226
C 6.029 0.920 -3.815
C 6.442 0.849 -5.131
C 6.287 -0.334 -5.846
C 5.729 -1.449 -5.235
C 5.300 -1.381 -3.922
C 2.615 -3.043 -2.024
C 1.525 -2.729 -2.814
C 1.281 -3.483 -3.954
C 2.116 -4.546 -4.272
C 3.196 -4.866 -3.456
C 3.455 -4.105 -2.326
C 3.319 -3.064 0.685
C 2.398 -4.082 0.889
C 2.505 -4.878 2.018
C 3.533 -4.649 2.922
C 4.451 -3.630 2.707
C 4.343 -2.822 1.585
H 1.476 3.691 -0.010
H 2.282 5.870 0.908
H 4.411 6.839 0.066
H 5.705 5.654 -1.674
H 4.860 3.507 -2.590
H 2.254 -0.255 -3.564
H 2.116 -0.464 -6.040
H 2.321 1.561 -7.448
H 2.649 3.769 -6.394
H 2.835 3.956 -3.934
H 5.335 2.086 0.233
H 7.405 2.867 1.389
H 9.535 1.660 1.029
H 9.595 -0.341 -0.421
H 7.521 -1.117 -1.545
H 6.156 1.823 -3.230
H 6.891 1.712 -5.605
H 6.602 -0.384 -6.880
H 5.620 -2.373 -5.790
H 4.853 -2.234 -3.426
H 0.887 -1.900 -2.518
H 0.441 -3.236 -4.591
H 1.924 -5.135 -5.161
H 3.835 -5.704 -3.703
H 4.301 -4.318 -1.683
H 1.592 -4.231 0.180
H 1.771 -5.651 2.205
H 3.610 -5.263 3.810
H 5.246 -3.453 3.420
H 5.036 -2.011 1.399
C -2.066 -3.078 -2.381
C -1.701 -3.247 -0.948
N -1.255 -2.317 -0.138
C -1.002 -2.945 1.063
C -1.313 -4.281 0.961
N -1.757 -4.448 -0.316
C -1.224 -5.483 1.870
O -0.677 -5.284 2.998
O -1.638 -6.547 1.398
C -0.474 -2.204 2.231
O -0.125 -2.925 3.265
O -0.375 -0.988 2.218
H -1.829 -2.064 -2.695
H -3.128 -3.279 -2.545
H -1.497 -3.776 -3.001
H -2.076 -5.344 -0.651
H -0.374 -3.952 3.158
C -0.668 6.404 -0.756
C -0.615 5.284 -1.613
C -0.895 4.031 -1.130
C -1.257 3.814 0.225
C -1.578 2.504 0.693
C -1.991 2.397 2.005
C -2.052 3.519 2.869
C -1.708 4.770 2.427
C -1.316 4.961 1.084
C -1.003 6.243 0.562
H -0.442 7.391 -1.146
H -0.346 5.419 -2.657
H -0.829 3.160 -1.770
H -2.295 1.429 2.401
H -2.375 3.385 3.900
H -1.746 5.629 3.092
H -1.044 7.101 1.228
C -5.303 4.694 -3.082
C -4.077 4.275 -3.894
C -3.172 3.300 -3.147
N -3.822 2.018 -2.954
C -3.223 0.827 -3.063
S -1.647 0.587 -3.495
N -4.058 -0.253 -2.738
C -5.372 -0.483 -3.105
O -6.051 -1.266 -2.472
C -5.904 0.201 -4.324
C -5.112 0.461 -5.441
C -5.671 1.028 -6.573
C -7.024 1.339 -6.607
C -7.822 1.056 -5.507
C -7.267 0.480 -4.378
H -5.820 5.525 -3.563
H -5.007 5.012 -2.080
H -6.018 3.873 -2.986
H -3.482 5.160 -4.131
H -4.397 3.822 -4.837
H -2.891 3.716 -2.176
H -2.260 3.115 -3.708
H -4.714 2.029 -2.484
H -3.658 -0.931 -2.106
H -4.061 0.204 -5.437
H -5.047 1.225 -7.436
H -7.457 1.785 -7.493
H -8.881 1.277 -5.538
H -7.881 0.238 -3.519
*
```

* gap between HOMO and LUMO: 4.52 eV
* LUMO: 1.501 eV

Here are the Mulliken charges for atoms 1 to 6, given in e: 0.42, -0.05, 1.10, -0.69, 1.30, 0.16

---

Most stable of them? ii.